# 1
{
  "formula": "C4H5NiO4",
  "method": "ωB97M-V/def2-TZVPD",
  "e_tot_ev": -53457.238,
  "charge": 0,
  "lumo_energy_ev": [-0.38, -2.47],
  "s_squared": 3.764,
  "e_homo_ev": [-8.79, -9.34],
  "multiplicity": 4,
  "largest_force_ev_per_a": 3.4,
  "symbols": ["O", "C", "O", "O", "Ni", "C", "C", "O", "C", "H", "H", "H", "H", "H"],
  "coordinates": [[-1.5036, -1.8561, -1.3792], [-1.3334, -0.6535, -1.8331], [-2.2043, 0.0740, -2.2956], [-0.0879, -0.1848, -1.5460], [0.2646, -1.8541, -0.5812], [0.2820, 1.4263, -0.2044], [-0.0678, 1.1339, 1.1177], [0.1459, -0.0475, 1.7519], [1.0425, -1.0122, 1.2994], [-0.2563, 2.2738, -0.6343], [1.3435, 1.3388, -0.4628], [-0.6948, 1.7952, 1.7161], [1.0455, -1.8497, 2.0083], [2.0241, -0.5841, 1.0433]],
  "atomic_forces_ev_per_a": [[1.1, -1.1, 0.2], [-2.4, 2.4, 0.2], [1.1, -0.8, 0.0], [1.0, -0.1, 0.2], [-0.3, 1.1, 0.9], [0.9, 0.5, 0.7], [-0.5, -2.4, 0.4], [-0.4, 2.9, -0.1], [0.1, -1.8, -2.3], [0.2, -0.3, 0.0], [-0.7, -0.5, -0.5], [-0.2, -0.4, -0.3], [0.3, 0.7, 0.1], [-0.3, -0.2, 0.4]],
  "lowdin_charge": [-0.0918, -0.8155, 0.0566, -0.1672, 0.8611, 0.0908, -0.0999, -0.1080, -0.1878, 0.1063, 0.1041, 0.1356, 0.0520, 0.0636]
}

# 2
{
  "formula": "C4H5O",
  "method": "ωB97M-V/def2-TZVPD",
  "e_tot_ev": -6261.985,
  "charge": 1,
  "lumo_energy_ev": [-7.48, -6.42],
  "e_homo_ev": [-15.29, -17.07],
  "largest_force_ev_per_a": 4.5,
  "symbols": ["C", "C", "C", "C", "O", "H", "H", "H", "H", "H"],
  "coordinates": [[-0.6246, 0.9879, 0.2469], [0.5492, 0.6688, 0.7819], [-1.0455, -0.1053, -0.5482], [0.9203, -0.6262, 0.2375], [-0.1588, -1.0388, -0.5552], [-1.2287, 1.9475, 0.4376], [0.8944, 1.3874, 1.5292], [-2.2012, -1.1089, -2.8291], [1.8076, -0.8664, -0.4245], [1.0872, -1.2460, 1.1240]],
  "atomic_forces_ev_per_a": [[-3.5, 2.8, -0.1], [0.1, 1.3, -0.3], [1.7, -1.0, -0.3], [2.9, -1.0, 0.7], [-2.3, 0.1, -0.6], [1.0, -1.9, -0.4], [1.0, -0.8, -0.2], [0.1, 0.2, 0.4], [-0.6, 1.1, 0.9], [-0.4, -0.8, -0.2]],
  "lowdin_charge": [-0.0209, 0.0482, 0.1396, -0.1126, 0.0413, 0.1736, 0.1638, 0.1849, 0.2046, 0.1776]
}

# 3
{
  "formula": "C4H5O2P",
  "method": "ωB97M-V/def2-TZVPD",
  "e_tot_ev": -17608.007,
  "charge": 0,
  "lumo_energy_ev": [-0.16, -0.16],
  "e_homo_ev": [-8.75, -8.75],
  "largest_force_ev_per_a": 6.1,
  "symbols": ["C", "C", "C", "C", "O", "O", "P", "H", "H", "H", "H", "H"],
  "coordinates": [[1.2680, -0.4755, -1.1168], [0.3659, 0.2093, -0.4046], [2.2773, -0.0120, -0.0393], [1.0991, 0.7385, 0.7332], [3.4212, -0.1626, 0.1307], [-1.4898, 0.2796, -0.7213], [-2.6022, 0.1016, 0.3469], [1.4802, -1.0860, -1.9147], [1.1820, 1.7981, 0.7052], [1.0449, 0.4305, 1.7655], [-2.5414, 1.1266, 1.2566], [-2.0583, -0.9496, 1.1307]],
  "atomic_forces_ev_per_a": [[0.5, 1.9, 3.0], [-4.6, -1.7, -1.5], [-3.4, 0.4, -1.1], [1.7, 0.3, 0.4], [2.1, -0.2, 0.5], [5.9, 0.5, -1.4], [-1.8, -1.6, 0.4], [-0.3, -1.1, -1.9], [0.2, 1.0, 0.1], [-0.8, -0.5, 0.2], [0.6, 0.8, 0.9], [-0.1, 0.2, 0.5]],
  "lowdin_charge": [0.1133, -0.0303, -0.3705, -0.0453, 0.1509, -0.5608, 0.6749, 0.0904, 0.1061, 0.1186, -0.1437, -0.1037]
}

# 4
{
  "formula": "C4H5O2S",
  "method": "ωB97M-V/def2-TZVPD",
  "e_tot_ev": -19158.075,
  "charge": -1,
  "lumo_energy_ev": 3.80,
  "e_homo_ev": -1.86,
  "largest_force_ev_per_a": 5.4,
  "symbols": ["C", "C", "C", "C", "O", "O", "S", "H", "H", "H", "H", "H"],
  "coordinates": [[-1.0842, 0.7076, 2.8631], [0.5237, 0.1451, 0.6506], [-0.1037, 0.0820, -0.6778], [0.3257, -0.8265, -1.8675], [-1.9947, 0.0916, 2.4934], [-0.3652, 1.3995, 3.4538], [0.9865, 1.6354, -0.4273], [1.2730, -0.5366, 0.8981], [-1.1917, 0.2830, -0.8844], [1.4887, -0.9539, -1.9407], [0.1769, -0.2551, -2.8797], [-0.0349, -1.7720, -1.6816]],
  "atomic_forces_ev_per_a": [[0.3, 0.1, -0.6], [-2.8, 1.3, 0.0], [0.7, 0.3, -1.0], [3.8, 3.7, -1.0], [-0.8, -0.6, -0.2], [0.6, 0.4, 0.5], [-0.6, -1.1, -0.1], [1.7, -1.0, -0.3], [0.9, 0.3, 0.9], [-1.8, 0.3, 0.7], [-0.6, -1.6, 1.7], [-1.4, -2.2, -0.4]],
  "lowdin_charge": [-0.5230, -0.5108, -0.7263, -0.1877, 0.1304, 0.1352, 0.4819, -0.0448, 0.0793, 0.0771, 0.0814, 0.0074]
}

# 5
{
  "formula": "C4H5O2Y",
  "method": "ωB97M-V/def2-TZVPD",
  "e_tot_ev": -9348.785,
  "charge": 1,
  "lumo_energy_ev": [-5.77, -5.75],
  "s_squared": 0.751,
  "e_homo_ev": [-10.82, -10.88],
  "multiplicity": 2,
  "largest_force_ev_per_a": 5.3,
  "symbols": ["O", "C", "C", "H", "H", "H", "H", "C", "C", "O", "Y", "H"],
  "coordinates": [[0.6287, 0.0595, -2.2438], [0.8079, 2.1176, -2.3278], [0.6698, 1.0735, -1.5060], [1.7700, 2.4872, -2.6912], [0.3831, 0.8206, -0.2362], [0.8059, -0.0170, 1.9099], [-2.0665, 0.2037, 1.4461], [-1.2903, -0.4657, 1.8185], [-0.0249, -0.3756, 1.2859], [0.0409, -1.6802, 0.9437], [-0.0827, -2.9677, -0.8836], [-1.6419, -1.2559, 2.4845]],
  "atomic_forces_ev_per_a": [[0.1, -0.9, -0.5], [0.3, 1.3, -0.6], [-1.2, -2.2, 4.2], [-0.2, -0.1, 0.1], [0.8, 1.4, -3.0], [0.1, 0.8, -1.0], [0.0, 0.7, 1.1], [-2.8, 2.5, 0.0], [0.1, -1.7, 1.3], [2.2, -3.7, -3.2], [0.3, 2.5, 2.4], [0.3, -0.6, -1.0]],
  "lowdin_charge": [-0.1242, 0.2754, -0.4169, 0.0711, 0.1462, 0.1325, 0.0626, 0.0448, -0.3768, -0.4186, 1.5334, 0.0705]
}

# 6
{
  "formula": "C4H5O4",
  "method": "ωB97M-V/def2-TZVPD",
  "e_tot_ev": -12421.232,
  "charge": -1,
  "lumo_energy_ev": 3.24,
  "e_homo_ev": -4.16,
  "smiles": "O=C([O-])CCC(=O)O",
  "largest_force_ev_per_a": 1.3,
  "symbols": ["O", "C", "O", "C", "C", "C", "O", "O", "H", "H", "H", "H", "H"],
  "coordinates": [[-1.4448, -1.1057, 2.5399], [-0.5118, -1.2622, 1.7354], [0.5368, -1.9324, 1.8230], [-0.6982, -0.5005, 0.3604], [0.6894, -0.1007, -0.2011], [0.5463, 1.2121, -0.8958], [0.5033, 2.3241, -0.4321], [0.2638, 1.0579, -2.2335], [-1.2792, 0.3995, 0.5535], [-1.2077, -1.1705, -0.3232], [1.0453, -0.8139, -0.9429], [1.4541, -0.0696, 0.5601], [0.1025, 1.9620, -2.5436]],
  "atomic_forces_ev_per_a": [[-0.1, -0.1, 0.2], [-0.1, 0.2, -0.6], [0.1, -0.1, 0.2], [0.9, 0.1, 0.9], [0.0, 0.0, -0.8], [-0.7, 0.0, -0.5], [0.4, 0.0, 0.3], [0.3, 0.0, 0.1], [-0.2, -0.1, -0.1], [-0.2, 0.0, -0.2], [-0.1, -0.2, 0.0], [-0.1, 0.2, 0.5], [0.0, -0.1, 0.0]],
  "lowdin_charge": [-0.0805, -0.7540, -0.0846, -0.0962, -0.1221, -0.5303, 0.0748, 0.0582, 0.1006, 0.1025, 0.1126, 0.1137, 0.1053]
}